Computed, not measured: C5H11N2O in the gas phase, with ωB97M-V/def2-TZVPD.

Computed properties:
multiplicity: 2
expectation value of S²: 0.754
highest occupied orbital energy (alpha / beta): -4.193 / -8.674 eV

Last column: Mulliken charge in e.
Atoms and positions in Å:
O -0.914 -1.975 0.620  -0.448
C -0.020 -2.170 1.403  -0.055
C 1.423 -1.688 1.008  -0.620
C 1.466 -0.625 -0.059  -0.809
C 0.641 0.630 0.206  -0.471
N -0.982 3.025 -1.209  -0.362
C -1.113 1.640 -1.305  -0.343
N -0.632 0.660 -0.497  -0.105
H -0.212 -2.697 2.340  0.401
H 1.982 -1.365 1.937  0.294
H 1.872 -2.642 0.726  0.355
H 1.234 -0.875 -1.131  0.375
H 2.536 -0.463 -0.272  0.374
H 0.548 0.804 1.292  0.271
H 1.273 1.432 -0.261  0.311
H -0.532 3.610 -0.532  0.167
H -1.574 3.578 -1.821  0.186
H -1.819 1.316 -2.043  0.261
H -0.860 -0.284 -0.802  0.219

=====

Computed, not measured: C5H11N2O as an isolated structure, with ωB97M-V/def2-TZVPD.

Computed properties:
multiplicity: 1
total charge: +1
highest occupied orbital energy: -13.284 eV

Last column: Mulliken charge in e.
Atoms and positions in Å:
C -1.385 -1.487 -0.192  -0.518
C -0.722 -0.308 -0.012  0.238
C 0.814 -1.947 0.116  -0.372
N -0.380 -2.498 -0.090  -0.103
N 0.602 -0.593 0.213  -0.571
C -0.576 2.061 -0.774  -1.039
C -1.201 1.094 0.231  -0.475
H -2.424 -1.786 -0.329  0.389
H 1.710 -2.565 0.165  0.401
H -0.623 -3.476 -0.330  0.278
H 1.367 0.085 0.380  1.032
H -0.807 3.101 -0.489  0.324
H -1.010 1.865 -1.769  0.320
H 0.519 1.948 -0.840  0.242
H -0.886 1.305 1.271  0.255
H -2.289 1.288 0.164  0.318
O 2.094 0.642 0.544  -0.465
H 3.008 0.841 0.241  0.381
H 2.189 0.432 1.500  0.365

=====

Computed, not measured: an isolated ion of composition C5H11N2O and charge +1, with ωB97M-V/def2-TZVPD.

Computed properties:
multiplicity: 1
SMILES string: C=[N+](C)C/C=N/CO
total charge: +1
highest occupied orbital energy: -13.367 eV

Last column: Mulliken charge in e.
Atoms and positions in Å:
C 0.797 1.176 -2.430  -0.170
N 0.856 0.615 -1.294  0.119
C 1.674 -0.513 -0.845  -0.714
C 0.265 1.326 -0.187  -0.681
C -0.613 0.446 0.707  -0.094
N -0.408 -0.744 1.028  -0.285
C -1.288 -1.515 1.841  -0.367
O -2.503 -0.850 2.090  -0.527
H 0.483 2.161 -2.468  0.338
H 1.581 0.774 -3.034  0.297
H 1.883 -1.078 -1.723  0.393
H 2.652 -0.042 -0.540  0.340
H 1.054 -1.086 -0.120  0.338
H -0.370 2.105 -0.537  0.402
H 0.934 1.928 0.451  0.326
H -1.395 1.069 1.229  0.350
H -1.493 -2.578 1.359  0.306
H -0.781 -1.944 2.799  0.289
H -3.329 -1.250 1.674  0.341

=====

Computed, not measured: an isolated ion of composition C5H11N2O and charge +1, with ωB97M-V/def2-TZVPD.

Computed properties:
multiplicity: 1
total charge: +1
highest occupied orbital energy (alpha / beta): -11.177 / -10.879 eV

Last column: Mulliken charge in e.
Atoms and positions in Å:
C -1.221 0.525 -0.198  -0.315
C -0.363 1.633 -0.074  -0.342
C 1.092 1.565 -0.461  -0.491
C 1.833 0.433 0.458  -0.456
C -2.404 -1.582 -0.164  -0.854
N 1.907 -0.695 -0.363  -0.083
N -1.440 -0.601 0.319  -0.076
O 1.853 -1.892 0.179  -0.228
H -0.701 2.322 -0.852  0.227
H -0.400 1.784 0.981  0.393
H 1.192 1.522 -1.568  0.400
H 1.618 2.522 -0.099  0.267
H 2.849 0.820 0.707  0.443
H 1.330 0.353 1.463  0.360
H -3.260 -1.098 0.143  0.374
H -2.253 -2.558 0.150  0.360
H -2.438 -1.644 -1.277  0.295
H -1.005 -0.848 1.188  0.300
H 1.811 -2.559 -0.531  0.428

=====

Computed, not measured: a 2-piece molecular cluster, C5H11N2O overall, with ωB97M-V/def2-TZVPD.

Computed properties:
multiplicity: 1
total charge: +1
highest occupied orbital energy: -13.803 eV

Last column: Mulliken charge in e.
Atoms and positions in Å:
C 1.629 2.159 1.238  -1.047
C 0.208 1.677 1.533  -0.524
C -0.263 0.694 0.499  0.323
C -0.303 -0.661 0.620  -0.519
N -0.529 -1.172 -0.645  0.082
C -0.600 -0.183 -1.506  -0.139
N -0.425 0.949 -0.843  -0.002
H 1.812 2.196 0.165  0.324
H 1.848 3.153 1.636  0.333
H 2.403 1.504 1.618  0.324
H -0.459 2.541 1.535  0.300
H 0.154 1.140 2.477  0.301
H -0.459 -1.320 1.454  0.383
H -0.779 -2.153 -0.851  0.245
H -0.735 -0.367 -2.564  0.404
H -0.415 1.872 -1.250  0.256
H -1.784 -3.936 -1.826  0.341
H -0.443 -4.448 -1.470  0.339
O -0.859 -3.646 -1.819  -0.724

=====

Computed, not measured: C5H11N2O as an isolated structure, with ωB97M-V/def2-TZVPD.

Computed properties:
multiplicity: 1
total charge: +1
highest occupied orbital energy: -13.774 eV

Last column: Mulliken charge in e.
Atoms and positions in Å:
C 1.234 -0.221 1.333  -0.738
C -0.804 2.010 0.023  -0.450
C -1.247 0.731 0.600  -0.092
C 0.755 -0.747 0.032  1.229
C 0.816 -2.244 -0.371  -1.264
N -0.506 -0.436 0.765  -0.538
N -1.570 1.141 -0.807  -0.140
O 0.944 0.054 -1.102  -0.644
H 1.335 -0.643 2.328  0.317
H 1.455 0.804 1.173  0.248
H -1.432 2.766 0.356  0.410
H 0.264 2.131 -0.182  0.162
H -2.153 0.717 1.162  0.493
H 1.943 -2.565 -0.431  0.348
H 0.157 -2.324 -1.287  0.271
H 0.327 -2.933 0.294  0.404
H -2.477 1.334 -1.145  0.243
H -0.878 0.580 -1.374  0.352
H 1.837 -0.155 -1.368  0.388

=====

Computed, not measured: a 2-piece molecular cluster, C5H11N2O overall, with ωB97M-V/def2-TZVPD.

Computed properties:
multiplicity: 1
total charge: +1
highest occupied orbital energy (alpha / beta): -12.182 / -11.426 eV

Last column: Mulliken charge in e.
Atoms and positions in Å:
C -0.054 -0.455 2.757  0.010
C 1.638 -1.427 1.356  -0.727
C -0.605 1.157 0.164  0.085
C 0.130 2.372 0.203  -0.886
C -0.967 -1.032 -0.949  -0.864
N 0.431 -1.400 1.890  0.090
N -0.308 0.252 -0.732  -0.076
O -0.506 0.596 2.418  -0.368
H 2.172 -0.419 1.367  0.325
H 1.947 -2.298 0.845  0.402
H -1.430 1.011 0.701  0.454
H 0.600 2.776 1.111  0.340
H -0.743 3.064 -0.090  0.270
H 0.996 2.187 -0.528  0.296
H -0.383 -1.871 -0.954  0.346
H -1.650 -1.003 -0.203  0.378
H -1.497 -0.955 -1.994  0.309
H 0.240 -2.361 2.075  0.295
H 0.668 0.331 -1.236  0.323

=====

Computed, not measured: a 2-piece molecular cluster, C5H11N2O overall, with ωB97M-V/def2-TZVPD.

Computed properties:
multiplicity: 1
total charge: +1
highest occupied orbital energy: -13.666 eV

Last column: Mulliken charge in e.
Atoms and positions in Å:
C -1.071 2.602 -2.149  -1.190
C -0.304 2.090 -0.945  -0.071
C -0.065 0.621 -0.964  0.035
C 0.826 -0.221 -0.202  -0.350
N -0.122 -0.754 1.087  -0.261
C -0.250 -1.334 -0.118  0.057
N -1.199 -0.600 -1.001  -0.446
H -1.917 1.932 -2.349  0.379
H -0.409 2.545 -3.010  0.345
H -1.361 3.634 -2.012  0.351
H -0.778 2.236 0.045  0.240
H 0.691 2.554 -0.914  0.334
H 1.849 -0.470 -0.037  0.473
H -0.872 -0.065 1.214  0.343
H 0.067 -2.365 -0.265  0.422
H -1.047 -0.921 -1.966  0.337
H 1.487 -4.445 4.708  0.328
H 2.643 -3.359 4.634  0.327
O 1.829 -3.681 4.244  -0.654

=====

Computed, not measured: a 2-piece molecular cluster, C5H11N2O overall, with ωB97M-V/def2-TZVPD.

Computed properties:
multiplicity: 3
expectation value of S²: 2.036
total charge: +1
highest occupied orbital energy (alpha / beta): -13.426 / -13.991 eV

Last column: Mulliken charge in e.
Atoms and positions in Å:
C -1.351 1.956 -0.155  -1.138
C -1.254 0.625 -0.046  1.333
C -2.429 -0.264 -0.073  -1.200
C -0.082 -1.695 0.180  -1.493
C -0.007 -0.226 0.065  0.531
N 0.987 0.514 -0.076  0.431
N 3.290 -0.015 -0.069  -0.634
O 1.201 1.660 -0.100  -0.397
H -0.661 2.769 -0.112  0.329
H -2.253 2.512 -0.227  0.313
H -2.695 -0.841 0.772  0.336
H -2.125 -1.078 -0.840  0.311
H -3.362 0.424 -0.256  0.315
H 0.870 -2.201 0.578  0.331
H -0.880 -2.160 0.851  0.341
H -0.145 -2.061 -0.747  0.518
H 3.474 -0.756 0.567  0.239
H 3.305 0.893 0.373  0.286
H 4.116 -0.056 -0.686  0.249

=====

Computed, not measured: a 2-piece molecular cluster, C5H11N2O2 overall, with ωB97M-V/def2-TZVPD.

Computed properties:
multiplicity: 1
total charge: +1
highest occupied orbital energy (alpha / beta): -13.023 / -13.023 eV

Last column: Mulliken charge in e.
Atoms and positions in Å:
C 4.219 -0.378 -0.106  -0.212
C -1.440 0.307 1.593  -1.502
C -0.782 1.608 -0.646  -1.676
C -1.860 -0.710 -0.850  -0.380
C -1.299 0.408 0.068  1.337
N 2.975 -0.563 0.044  -0.047
N 1.870 -0.278 -0.102  0.207
O -2.080 -1.839 -0.038  -0.481
O 0.789 -0.577 0.417  -0.441
H 4.766 0.488 0.261  0.263
H 4.654 -1.282 -0.433  0.270
H -0.563 -0.342 1.761  0.429
H -2.230 -0.288 1.806  0.444
H -1.361 1.187 2.073  0.464
H -0.281 2.258 -0.031  0.491
H -0.254 1.465 -1.521  0.431
H -1.654 2.272 -1.035  0.403
H -1.066 -0.973 -1.593  0.354
H -2.714 -0.206 -1.241  0.343
H -1.689 -2.558 -0.429  0.301

=====

Computed, not measured: C5H11N2S as an isolated structure, with ωB97M-V/def2-TZVPD.

Computed properties:
multiplicity: 1
total charge: +1
highest occupied orbital energy (alpha / beta): -12.829 / -12.830 eV

Last column: Mulliken charge in e.
Atoms and positions in Å:
C -2.725 -0.547 1.087  -0.865
C -1.442 -0.223 0.951  0.151
C 0.799 0.111 -0.399  0.559
C 0.865 -0.683 -1.603  -1.160
C 1.711 1.220 1.502  -0.853
N -0.916 0.855 0.146  -0.156
N 1.768 0.657 0.161  -0.090
S -1.823 1.147 -1.178  -0.079
H -3.095 -1.322 1.710  0.278
H -3.426 0.140 0.521  0.246
H -0.650 -0.632 1.465  0.393
H 0.362 0.019 -2.339  0.322
H 1.857 -0.877 -1.924  0.437
H 0.182 -1.625 -1.449  0.294
H 2.275 2.113 1.763  0.312
H 2.139 0.434 2.181  0.332
H 0.739 1.492 1.767  0.385
H 2.792 0.584 -0.113  0.333
H -2.456 0.090 -1.183  0.160

=====

Computed, not measured: a 2-piece molecular cluster, C5H11N2S overall, with ωB97M-V/def2-TZVPD.

Computed properties:
multiplicity: 1
total charge: +1
highest occupied orbital energy: -12.204 eV

Last column: Mulliken charge in e.
Atoms and positions in Å:
C -0.882 -0.451 1.719  -0.127
C -0.786 0.006 -1.225  0.660
C -0.410 0.261 -2.641  -1.250
C 1.841 0.919 -0.325  -1.031
C 0.480 0.805 0.198  -0.091
N -1.063 -1.452 2.511  -0.442
N 0.329 -0.061 1.303  -0.181
S -1.751 -0.974 -0.544  -0.228
H -1.533 0.387 1.796  0.418
H 0.285 -0.599 -2.830  0.354
H -1.222 0.125 -3.290  0.419
H 0.113 1.167 -2.684  0.343
H 2.288 1.947 -0.022  0.261
H 2.387 0.149 0.135  0.364
H 1.820 0.751 -1.398  0.311
H -0.377 1.581 0.114  0.413
H -1.996 -1.404 3.035  0.299
H -0.584 -2.435 2.516  0.280
H 1.060 -0.722 1.634  0.228

=====

Calculated max |F| in order - 2.49, 17.47, 3.73, 4.33, 1.40, 4.31, 5.48, 5.33, 6.37, 6.27, 4.72, 5.65 eV/A
Calculated calculated total energy in order - -10387.9640, -10381.7265, -10381.5222, -10376.0992, -10385.4838, -10380.7876, -10379.3641, -10378.7591, -10377.8302, -12425.1349, -19167.8352, -19169.6691 eV